No. 1
This record from OMol25 describes a cluster of 4 separate species, C14H30ClNO5P in total in a non-equilibrium geometry. The level of theory is the ωB97M-V functional and the def2-TZVPD basis.

```
! wB97M-V def2-TZVPD RIJCOSX def2/J DEFGRID3
* xyz 1 1
C 3.0926 1.3496 1.7474
C 2.9999 1.7781 0.2715
C 1.6611 1.4259 -0.3792
Cl 1.7129 1.5832 -2.1582
P 0.2896 2.5025 0.1149
N 0.4753 3.1177 1.6385
C -1.2343 1.5620 -0.0850
C -1.1460 0.3714 0.8739
O -0.9656 0.5605 2.0527
O -1.1493 -0.8468 0.3130
H 4.0706 0.8968 1.9322
H 2.9913 2.1922 2.4308
H 2.3478 0.5902 2.0075
H 3.2185 2.8456 0.1534
H 3.7618 1.2524 -0.3125
H 1.3998 0.3877 -0.1550
H 0.2159 3.5632 -0.7858
H 0.4366 4.1434 1.6056
H -0.2858 2.7882 2.2343
H -1.3127 1.2368 -1.1245
H -2.0911 2.1833 0.1970
H -2.0149 -1.0719 -0.0837
C -1.6678 -3.7249 2.0038
C -2.6294 -3.9599 0.8679
O -3.1800 -3.0278 0.3178
C -2.8707 -5.3843 0.4508
H -1.6130 -2.6576 2.2032
H -1.9953 -4.2431 2.9058
H -0.6767 -4.0961 1.7375
H -3.2645 -5.9514 1.2962
H -1.9301 -5.8439 0.1415
H -3.5751 -5.4201 -0.3752
C -1.9104 -4.8295 -3.8860
C -2.9071 -5.9292 -3.6024
O -3.7531 -5.8067 -2.7485
C -2.7926 -7.1806 -4.4361
H -2.0998 -3.9887 -3.2220
H -0.8942 -5.1970 -3.7324
H -1.9995 -4.5022 -4.9229
H -1.8082 -7.6320 -4.3014
H -2.9126 -6.9383 -5.4932
H -3.5602 -7.8902 -4.1387
C 3.5284 5.8383 1.8533
C 2.3786 6.7590 1.5304
O 1.2623 6.3335 1.3138
C 2.6767 8.2317 1.4915
H 3.1876 4.8039 1.8577
H 4.3219 5.9590 1.1144
H 3.9393 6.0841 2.8331
H 3.4407 8.4371 0.7402
H 3.0577 8.5594 2.4598
H 1.7733 8.7856 1.2513
*
```

## Properties
**HOMO-LUMO gap**: 8.586 eV
**E**: -1783.73626 a.u.
**HOMO energy**: -11.33 eV
**Maximum force**: 1.2 eV Å⁻¹

Atom charges from the natural (NBO) analysis, given in e for atoms 1 to 5: -0.62 -0.43 -0.53 0.01 1.55

=====

No. 2
This record from OMol25 describes a cluster of 3 separate species, C3H11NOS in total in a non-equilibrium geometry. The level of theory is the ωB97M-V functional and the def2-TZVPD basis.

```
! wB97M-V def2-TZVPD RIJCOSX def2/J DEFGRID3
* xyz 0 1
C 0.5483 0.1768 1.7185
O 1.1530 0.8084 2.8421
C -0.7676 0.9054 1.4198
N -1.7246 0.1107 0.6274
H 0.2804 -0.8669 1.9546
H 1.1623 0.1765 0.8198
H 2.0819 0.9112 2.6190
H -1.1002 1.1211 2.4356
H -0.5247 1.8886 0.9941
H -2.5578 0.6863 0.5559
H 0.1845 -1.1868 -0.3115
H -1.3883 -0.0438 -0.3333
C 0.1235 -1.6726 -2.7759
S 0.3217 -0.0992 -1.8448
H 0.0934 -1.5103 -3.8560
H 0.9957 -2.3062 -2.6180
H -0.7910 -2.2120 -2.5381
*
```

## Properties
**HOMO-LUMO gap**: 8.512 eV
**E**: -648.97162 a.u.
**HOMO energy**: -9.12 eV
**Maximum force**: 4.5 eV Å⁻¹
**Energy above the lowest of the compared OMol25 structures with the same formula, charge and spin**: 69.3 kcal/mol

Atom charges from the natural (NBO) analysis, given in e for atoms 1 to 5: -0.08 -0.72 -0.25 -0.86 0.17

=====

No. 3
This record from OMol25 describes the molecule C22H35NO2. The level of theory is the ωB97M-V functional and the def2-TZVPD basis.

```
! wB97M-V def2-TZVPD RIJCOSX def2/J DEFGRID3
* xyz 0 1
C 6.3594 0.5446 0.4316
C 4.9310 0.7316 0.9241
H 4.7183 0.0196 1.7225
C 3.9220 0.5024 -0.2029
N 2.5501 0.6975 0.2377
C 1.8965 -0.3921 0.7202
O 2.4648 -1.4642 0.8226
C 0.4274 -0.2603 1.0838
H 0.1311 0.7711 1.2506
C -0.4191 -0.8653 -0.0486
C -0.1834 -2.3461 -0.2349
C -0.0764 -3.2374 0.8243
C 0.0942 -4.5909 0.5945
C 0.1564 -5.0807 -0.6977
C 0.0504 -4.2035 -1.7622
C -0.1178 -2.8512 -1.5286
H -0.1942 -2.1729 -2.3683
H 0.1038 -4.5714 -2.7769
H 0.2927 -6.1376 -0.8743
H 0.1832 -5.2670 1.4326
H -0.1062 -2.8855 1.8434
H -0.1139 -0.3766 -0.9829
C -1.9380 -0.5994 0.1008
C -2.5134 -0.9982 1.4579
C -4.0153 -0.7132 1.4632
O -4.3009 0.6415 1.2090
C -3.8024 1.1441 -0.0273
C -4.0389 2.6563 0.0404
H -5.1048 2.8585 0.0913
H -3.5734 3.0615 0.9348
H -3.6220 3.1462 -0.8351
C -4.5788 0.5717 -1.2221
H -5.6460 0.6798 -1.0431
H -4.3611 -0.4807 -1.3812
H -4.3172 1.1166 -2.1251
C -2.2915 0.8678 -0.1585
H -1.9693 1.1653 -1.1584
H -1.7759 1.4969 0.5698
H -4.4425 -0.9096 2.4499
H -4.5193 -1.3636 0.7337
H -2.3476 -2.0579 1.6513
H -2.0455 -0.4120 2.2502
H -2.4253 -1.2141 -0.6660
H 0.2757 -0.8210 2.0051
C 2.0553 2.0558 0.1856
H 1.3983 2.2567 1.0352
H 2.9149 2.7247 0.2844
C 1.3235 2.3786 -1.1217
C 0.8495 3.8257 -1.1467
H 0.3406 4.0433 -2.0822
H 1.6910 4.5079 -1.0478
H 0.1573 4.0153 -0.3290
H 1.9959 2.1946 -1.9620
H 0.4670 1.7132 -1.2296
H 4.0098 -0.5281 -0.5544
H 4.1202 1.1812 -1.0365
H 4.8101 1.7400 1.3284
H 7.0657 0.7040 1.2426
H 6.4972 -0.4634 0.0484
H 6.5866 1.2497 -0.3658
*
```

## Properties
**HOMO-LUMO gap**: 9.379 eV
**E**: -1064.56216 a.u.
**SMILES string**: CCCN(CCC)C(=O)C[C@@H](c1ccccc1)[C@H]1CCOC(C)(C)C1
**HOMO energy**: -8.65 eV
**Maximum force**: 0.6 eV Å⁻¹

Atom charges from the natural (NBO) analysis, given in e for atoms 1 to 5: -0.60 -0.40 0.22 -0.21 -0.45

=====

No. 4
This record from OMol25 describes the molecule C22H28N4O5S in a non-equilibrium geometry. The level of theory is the ωB97M-V functional and the def2-TZVPD basis.

```
! wB97M-V def2-TZVPD RIJCOSX def2/J DEFGRID3
* xyz 0 1
C -6.7765 0.1071 -2.3434
H -6.1128 -0.2252 -3.1476
O -6.1902 1.1354 -1.5855
C -5.0199 0.8667 -0.9141
C -4.3503 -0.3406 -0.9168
C -3.1575 -0.4888 -0.2028
C -2.6564 0.5951 0.5124
C -3.3290 1.8009 0.5298
C -4.5099 1.9532 -0.1789
O -5.1635 3.1381 -0.1641
H -5.9587 3.0527 -0.7084
H -2.9590 2.6429 1.0920
H -1.7383 0.4722 1.0627
C -2.4260 -1.7578 -0.2032
N -1.1573 -1.6649 -0.0821
N -0.3590 -2.7462 -0.0380
C 1.0006 -2.6503 0.0572
O 1.6697 -3.6548 0.1763
C 1.5389 -1.2283 -0.0202
N 2.8005 -0.9921 0.6342
C 3.9527 -1.6471 0.0446
C 5.2224 -0.9243 0.5437
N 4.9486 -0.1177 1.7068
S 4.7054 1.5117 1.4438
O 4.5617 2.1104 2.7405
O 5.7839 1.9455 0.6019
C 3.1758 1.7657 0.5392
C 3.1883 1.7271 -0.8403
C 2.0093 1.9307 -1.5350
C 0.8204 2.1864 -0.8601
C 0.8406 2.2567 0.5297
C 2.0150 2.0487 1.2308
H 2.0543 2.1185 2.3064
H -0.0723 2.4831 1.0607
C -0.4636 2.3617 -1.6095
H -1.0821 3.1285 -1.1498
H -0.2766 2.6307 -2.6458
H -1.0278 1.4286 -1.5905
H 2.0113 1.8984 -2.6152
H 4.1210 1.5531 -1.3520
C 4.0992 -0.7474 2.6819
C 2.7549 -1.1993 2.0685
H 1.9307 -0.5992 2.4628
H 2.5660 -2.2556 2.3224
H 4.6413 -1.6052 3.0917
H 3.9503 -0.0165 3.4759
H 5.9983 -1.6534 0.8015
H 5.6275 -0.2447 -0.2052
H 3.8757 -1.5736 -1.0413
H 3.9901 -2.7126 0.3136
H 1.6456 -0.9751 -1.0802
H 0.7917 -0.5533 0.4031
H -0.7447 -3.6916 -0.0346
C -3.1853 -3.0534 -0.3254
H -3.0437 -3.4896 -1.3151
H -2.8297 -3.7700 0.4158
H -4.2453 -2.8953 -0.1559
H -4.7292 -1.1660 -1.4974
H -7.0481 -0.7472 -1.7155
H -7.6786 0.5371 -2.7755
*
```

## Properties
**HOMO-LUMO gap**: 8.534 eV
**E**: -1848.50347 a.u.
**SMILES string**: COc1cc(/C(C)=N/NC(=O)CN2CCN(S(=O)(=O)c3ccc(C)cc3)CC2)ccc1O
**HOMO energy**: -8.21 eV
**Maximum force**: 1.3 eV Å⁻¹
**Energy above the lowest of the compared OMol25 structures with the same formula, charge and spin**: 82.9 kcal/mol

Atom charges from the natural (NBO) analysis, given in e for atoms 1 to 5: -0.25 0.18 -0.53 0.29 -0.29